Entry 1:
134
Properties=species:S:1:pos:R:3:forces:R:3 method="wB97M-V/def2-TZVPD" de_lowest_kj_mol=656.8
C 3.988 1.270 8.100 1.13 -1.06 0.66
C 3.912 0.944 6.614 -0.39 -0.34 0.61
O 3.770 -0.490 6.645 -0.30 0.48 -3.08
C 3.940 -1.021 7.831 -1.09 -2.89 0.24
O 3.914 -2.225 8.051 0.41 2.38 -0.26
O 3.970 -0.063 8.707 0.56 1.74 2.27
H 3.189 1.843 8.571 -0.01 -0.06 -0.40
H 4.963 1.702 8.327 -0.18 0.16 0.30
H 4.810 1.157 6.034 -0.09 0.21 0.19
H 3.049 1.474 6.210 -0.06 -0.62 -0.53
C 3.311 -4.627 -3.747 1.01 -0.37 -2.18
C 4.684 -3.991 -3.590 0.66 -2.30 1.45
O 4.733 -2.879 -4.392 -1.84 2.07 -1.32
C 3.443 -2.653 -4.949 0.13 1.20 0.34
O 3.040 -1.674 -5.539 1.56 -1.96 0.99
O 2.666 -3.703 -4.653 -0.81 -0.15 0.79
H 2.783 -4.938 -2.846 -0.33 0.71 -0.24
H 3.534 -5.488 -4.378 -0.76 -0.47 0.33
H 5.409 -4.727 -3.937 0.27 0.18 -0.14
H 4.911 -3.890 -2.529 0.11 1.09 -0.01
C -3.558 -2.196 -6.805 -0.94 -0.94 0.84
C -3.596 -2.197 -8.298 2.19 0.60 -0.38
O -4.803 -1.614 -8.601 -1.41 0.91 -2.03
C -5.601 -1.601 -7.559 -3.70 1.09 1.32
O -6.770 -1.225 -7.492 2.73 -0.83 -0.80
O -4.951 -2.045 -6.493 0.22 -0.59 1.15
H -3.084 -1.353 -6.301 0.57 -0.31 -0.30
H -3.249 -3.194 -6.494 0.28 0.39 0.67
H -3.513 -3.176 -8.769 0.00 -0.01 0.13
H -2.799 -1.529 -8.626 0.05 -0.27 -0.59
C 3.941 7.843 -0.285 -0.82 -0.09 0.61
C 5.403 7.443 -0.549 -0.69 1.27 1.43
O 5.428 7.628 -1.931 3.85 -2.29 -0.87
C 4.501 8.377 -2.405 -2.16 0.30 -0.12
O 4.319 8.679 -3.531 0.38 0.53 -1.10
O 3.655 8.657 -1.419 -1.30 0.62 0.82
H 3.652 8.452 0.572 0.89 0.03 0.24
H 3.232 7.018 -0.222 0.12 -0.36 -0.52
H 5.783 6.469 -0.238 -0.56 -0.11 -0.38
H 6.040 8.185 -0.067 0.28 0.09 -0.12
C -2.110 -0.357 7.078 -1.00 -2.13 0.02
C -2.479 -1.170 8.379 -0.19 -0.03 -1.16
O -2.365 -0.175 9.348 -0.86 -1.73 2.08
C -2.124 0.994 8.895 3.39 4.03 0.84
O -1.842 1.947 9.628 -1.43 -1.89 -2.44
O -1.893 0.963 7.523 -0.45 0.00 0.78
H -2.913 -0.442 6.345 -0.24 0.54 0.12
H -1.283 -0.872 6.588 0.63 0.77 0.20
H -1.810 -2.005 8.588 0.26 0.30 0.05
H -3.490 -1.570 8.459 -0.09 0.12 -0.51
C 0.754 5.020 -7.003 0.94 0.40 1.69
C 0.257 4.351 -5.666 2.51 2.27 -1.15
O -0.758 3.620 -6.163 -3.30 -2.76 0.09
C -1.099 3.816 -7.467 -2.59 0.77 -0.74
O -2.175 3.477 -7.988 4.25 0.73 1.74
O -0.140 4.625 -8.011 -1.06 -0.98 -0.20
H 1.766 4.668 -7.202 -0.08 0.42 -0.44
H 0.661 6.092 -6.829 0.47 0.03 -0.65
H 0.009 5.148 -4.965 -0.91 -0.15 0.02
H 1.056 3.815 -5.154 -0.24 -0.73 -0.34
C 10.518 -2.868 -0.544 0.35 -0.33 0.37
C 9.770 -1.754 0.173 -0.22 -0.49 -0.42
C 10.189 -1.402 1.601 0.02 0.30 -0.07
C 11.560 -0.926 1.711 2.20 0.52 0.08
N 12.679 -0.621 1.811 -1.86 -0.40 -0.21
H 11.503 -2.538 -0.873 0.08 -0.13 0.10
H 9.987 -3.256 -1.413 -0.14 0.35 -0.07
H 10.617 -3.729 0.116 0.25 -0.05 0.08
H 8.728 -2.069 0.227 -0.16 0.33 -0.01
H 9.857 -0.856 -0.438 -0.31 0.13 0.09
H 10.116 -2.199 2.341 -0.33 -0.29 -0.25
H 9.515 -0.602 1.907 0.09 0.04 0.30
C -1.429 -0.163 -0.423 -1.02 0.65 -0.20
C 0.082 -0.186 -0.402 0.40 0.84 -0.32
C 0.657 0.786 0.674 1.82 -0.05 0.27
C 2.194 0.999 0.724 -2.16 -1.14 -0.54
N 3.339 1.068 0.714 0.19 0.23 0.11
H -1.918 -0.422 0.516 0.27 -0.51 0.08
H -1.834 -0.762 -1.238 0.15 -0.45 0.22
H -1.874 0.808 -0.640 0.45 0.46 -0.02
H 0.453 0.178 -1.361 -0.06 0.04 -0.15
H 0.385 -1.233 -0.392 0.48 0.15 0.74
H 0.381 0.489 1.685 -0.10 -0.05 -0.01
H 0.298 1.805 0.528 -0.44 -0.14 -0.16
C -6.617 4.582 -4.165 0.03 -0.21 -0.69
S -8.292 3.955 -4.712 0.18 0.03 0.92
O -9.302 4.792 -3.985 0.44 -0.23 -0.36
C -8.363 4.466 -6.451 -0.05 -0.05 0.31
H -6.530 5.641 -4.410 -0.03 -0.03 0.16
H -5.788 4.022 -4.598 -0.24 -0.03 -0.83
H -6.398 4.381 -3.116 -1.00 0.26 0.24
H -8.502 5.546 -6.492 0.58 0.05 -0.09
H -9.266 4.046 -6.895 -0.07 -0.26 0.37
H -7.520 4.024 -6.982 0.17 0.46 -0.03
C -4.549 -6.126 2.006 -0.93 0.20 -0.47
S -2.766 -6.164 2.029 -0.19 -0.60 3.11
O -2.500 -5.909 3.538 0.21 -0.04 -2.40
C -2.613 -7.995 1.935 -0.41 0.08 0.24
H -4.987 -6.632 2.866 0.48 -0.41 0.00
H -4.933 -6.542 1.075 -0.01 -0.04 -0.03
H -4.930 -5.109 2.101 0.45 0.20 -0.22
H -3.078 -8.330 2.862 0.30 0.10 0.23
H -1.558 -8.267 1.907 -0.13 0.10 -0.01
H -3.184 -8.503 1.158 0.22 0.43 -0.46
C 3.884 -6.479 3.369 0.36 1.19 1.31
S 5.314 -7.379 2.767 2.01 0.45 0.47
O 6.311 -6.350 2.209 -1.70 -1.47 1.04
C 5.894 -7.848 4.544 0.07 0.18 -0.32
H 3.340 -5.885 2.634 0.03 -0.66 -0.32
H 4.307 -5.735 4.044 0.24 0.31 -0.05
H 3.264 -7.038 4.069 -0.22 -0.50 -0.64
H 6.748 -8.519 4.644 0.07 -0.13 -1.05
H 5.118 -8.359 5.113 -0.40 0.32 -0.24
H 6.242 -6.955 5.062 -0.47 0.34 -0.20
C -4.114 4.858 2.997 1.26 0.65 0.26
S -3.250 6.437 2.360 1.12 -2.31 -1.74
O -2.408 5.955 1.134 -1.68 0.96 2.30
C -2.039 6.608 3.708 -0.23 -0.51 0.06
H -4.415 4.962 4.040 -0.30 0.39 -0.11
H -3.299 4.135 3.024 -0.04 -0.14 -0.36
H -4.935 4.513 2.369 0.21 0.40 -0.10
H -1.301 5.805 3.709 -0.02 -0.06 -0.59
H -2.529 6.496 4.675 -0.19 0.64 0.00
H -1.546 7.565 3.539 -0.13 -0.05 0.29
C -10.348 -1.367 -1.964 -0.57 0.19 1.37
S -10.074 -1.264 -0.105 0.62 -1.09 -1.04
O -9.793 -2.677 0.405 0.05 2.08 -0.93
C -8.561 -0.273 -0.377 0.77 -0.13 0.70
H -9.473 -1.814 -2.435 -0.38 -0.39 0.10
H -10.522 -0.380 -2.393 0.14 0.17 0.29
H -11.306 -1.887 -1.991 0.37 -0.47 -0.59
H -8.855 0.744 -0.638 -0.24 -0.05 0.11
H -7.847 -0.616 -1.126 -0.45 -0.45 -0.30
H -7.972 -0.256 0.540 -0.30 0.15 0.27



Entry 2:
120
Properties=species:S:1:pos:R:3:forces:R:3 method="wB97M-V/def2-TZVPD" smiles=CCCC#N.CCCC#N.CCCC#N.CCCC#N.CCCC#N.CCCC#N.CCCC#N.CCCC#N.CCCC#N.CCCC#N de_lowest_kj_mol=565.7
C -3.135 6.159 5.015 -0.73 -0.40 -0.96
C -2.563 7.162 5.970 0.24 0.78 -0.18
C -1.867 6.501 7.138 -0.47 -0.38 2.14
C -2.767 5.797 8.116 -0.57 -0.27 -0.43
N -3.457 5.271 8.879 0.58 0.43 -0.58
H -3.739 6.517 4.181 -0.16 0.81 0.26
H -3.809 5.473 5.528 0.32 -0.34 0.06
H -2.358 5.649 4.446 0.24 -0.47 0.56
H -3.259 7.902 6.363 -0.55 -0.40 0.07
H -1.862 7.828 5.466 0.42 -0.27 -0.12
H -1.475 7.256 7.819 0.60 0.26 -0.34
H -1.083 5.772 6.932 0.09 0.24 -0.47
C 0.677 -0.120 -0.539 -0.15 0.57 1.01
C 0.373 -1.086 0.584 -0.31 -0.58 -1.14
C -1.009 -0.887 1.161 -1.11 -0.09 1.40
C -2.193 -0.766 0.293 2.88 -0.64 1.17
N -3.082 -0.677 -0.395 -2.18 0.28 -1.57
H -0.187 -0.057 -1.199 0.31 -0.06 -0.34
H 1.620 -0.326 -1.046 -0.22 0.05 -0.08
H 0.736 0.821 0.009 0.28 0.55 -0.60
H 1.103 -1.025 1.391 -0.04 -0.10 -0.05
H 0.350 -2.098 0.178 0.37 -0.21 0.15
H -1.142 -0.051 1.848 0.58 0.34 0.01
H -1.157 -1.750 1.810 -0.42 -0.10 0.04
C -2.900 3.939 -7.545 -0.09 -1.75 -0.44
C -2.101 4.417 -8.731 0.21 0.92 1.05
C -2.242 3.637 -10.030 -0.87 0.32 -0.50
C -3.648 3.374 -10.408 -0.14 0.47 0.42
N -4.769 3.282 -10.644 0.24 -0.18 -0.06
H -3.885 3.657 -7.915 -0.42 0.51 0.48
H -2.905 4.566 -6.653 -0.10 0.16 -0.37
H -2.484 2.969 -7.273 0.10 -0.12 0.45
H -1.055 4.461 -8.428 0.19 -0.07 -0.33
H -2.387 5.455 -8.898 0.00 0.06 -0.40
H -1.740 2.672 -10.102 0.43 0.28 0.18
H -1.904 4.365 -10.768 0.46 -0.60 -0.47
C 9.445 3.436 2.693 1.17 -0.49 2.11
C 9.421 3.512 4.300 0.47 1.37 -2.49
C 8.004 3.780 4.691 -1.07 0.24 1.18
C 6.956 2.882 4.285 -3.02 -3.24 -1.30
N 6.051 2.204 3.952 2.62 1.93 0.93
H 10.471 3.235 2.387 -0.06 -0.37 -0.12
H 9.229 4.399 2.231 -0.65 -0.18 0.15
H 8.790 2.600 2.446 0.00 0.32 -0.63
H 9.930 4.437 4.572 0.31 -0.04 0.09
H 9.975 2.717 4.800 -0.59 -0.30 -0.15
H 7.602 4.694 4.253 0.66 0.56 0.05
H 7.874 3.874 5.769 0.14 0.18 0.18
C 6.678 -10.290 -0.768 0.15 0.05 0.46
C 6.782 -8.759 -0.662 -0.07 0.22 -0.71
C 5.628 -8.141 0.079 -1.93 0.32 -0.14
C 5.801 -8.099 1.492 0.20 -0.25 0.07
N 5.997 -8.079 2.612 0.19 0.06 1.49
H 6.492 -10.713 0.219 0.10 -0.02 0.14
H 7.565 -10.790 -1.159 0.15 0.32 0.01
H 5.849 -10.639 -1.385 -0.13 0.40 -0.13
H 6.749 -8.275 -1.638 0.35 -0.30 -0.24
H 7.654 -8.365 -0.139 0.44 -0.57 -0.28
H 4.676 -8.647 -0.081 -0.01 -0.45 -0.24
H 5.347 -7.123 -0.191 0.57 0.22 -0.43
C 3.390 7.005 -0.915 0.50 0.89 -0.14
C 3.619 8.465 -0.409 0.98 -0.40 -1.25
C 5.009 8.772 0.284 -0.08 -0.40 0.63
C 6.380 8.662 -0.404 -2.82 -0.09 0.69
N 7.404 8.639 -0.914 0.41 -0.06 -0.14
H 3.974 6.814 -1.815 0.46 -0.19 0.28
H 2.373 6.844 -1.273 -0.20 0.22 0.42
H 3.615 6.298 -0.117 0.03 -0.16 -0.19
H 2.771 8.683 0.240 0.49 0.40 0.42
H 3.577 9.154 -1.253 -0.38 -0.04 -0.11
H 4.988 8.176 1.196 0.65 -0.52 -0.10
H 4.984 9.761 0.742 -0.05 0.34 -0.51
C -4.818 -10.143 7.359 -1.15 0.37 1.54
C -3.430 -9.798 7.811 -0.56 -0.17 -1.28
C -2.532 -9.843 6.559 2.02 0.04 0.51
C -2.567 -8.889 5.456 -0.65 0.20 1.01
N -2.492 -8.183 4.561 -0.08 0.49 -0.65
H -5.500 -10.010 8.200 -0.15 0.10 0.22
H -4.972 -11.196 7.123 0.19 0.26 -0.92
H -5.114 -9.348 6.675 -0.30 -0.73 -0.70
H -3.084 -10.492 8.577 0.32 0.04 -0.20
H -3.495 -8.801 8.247 0.53 0.06 -0.09
H -2.461 -10.769 5.988 -0.56 -0.63 0.66
H -1.522 -9.720 6.950 0.38 -0.03 -0.13
C 8.082 -0.327 -5.226 0.07 -0.39 0.03
C 7.515 0.717 -6.227 -0.51 -0.91 3.34
C 6.298 0.201 -6.997 1.03 -0.31 -0.86
C 5.859 1.303 -7.822 -1.26 2.88 -2.56
N 5.539 2.250 -8.443 0.87 -2.68 1.76
H 7.288 -0.796 -4.646 -0.36 -0.24 -0.39
H 8.651 0.117 -4.409 0.36 0.45 -0.39
H 8.703 -1.114 -5.653 -0.07 -0.02 -0.18
H 8.331 1.219 -6.748 -0.58 -0.04 -0.44
H 7.050 1.352 -5.474 0.33 1.12 -0.45
H 5.424 -0.133 -6.438 0.39 0.08 0.64
H 6.626 -0.662 -7.576 -0.28 0.06 -0.50
C -7.401 -6.757 0.799 -0.29 1.03 0.91
C -6.612 -7.715 -0.049 -0.35 1.32 -0.16
C -6.446 -9.090 0.502 0.08 -1.73 -0.28
C -7.639 -9.980 0.412 2.03 2.04 0.24
N -8.559 -10.628 0.287 -1.67 -1.26 -0.15
H -8.337 -7.144 1.204 -0.18 -0.12 -0.42
H -7.577 -5.832 0.251 -0.41 -0.13 -0.24
H -6.884 -6.371 1.677 0.47 -0.43 0.17
H -5.635 -7.256 -0.198 0.19 -0.25 -0.06
H -7.097 -7.707 -1.026 0.12 -0.49 -0.13
H -6.057 -9.137 1.519 -0.11 0.27 0.07
H -5.696 -9.581 -0.118 0.13 -0.23 0.06
C -9.785 4.306 -1.251 1.11 1.76 0.73
C -9.503 4.953 -2.642 -2.44 -0.95 0.66
C -10.452 6.198 -2.675 -0.40 0.17 -0.60
C -11.931 5.975 -2.684 -1.36 -0.99 0.44
N -13.083 5.805 -2.597 2.34 0.41 -0.32
H -9.754 5.135 -0.544 1.17 0.33 0.40
H -9.018 3.592 -0.951 -0.50 -0.27 0.00
H -10.807 4.112 -0.924 -0.27 -1.24 -1.31
H -9.784 4.174 -3.351 -0.24 0.38 -0.53
H -8.465 5.173 -2.889 -0.09 0.38 0.63
H -10.302 6.890 -3.504 0.41 -0.10 -0.12
H -10.300 6.771 -1.761 0.26 0.12 0.00



Entry 3:
10
Properties=species:S:1:pos:R:3:forces:R:3 method="wB97M-V/def2-TZVPD" smiles="O=C1CCN1" de_lowest_kj_mol=158.9
C -0.374 0.793 -0.914 -0.05 -1.48 0.09
C -0.883 0.136 0.581 -0.13 -1.11 -3.45
C 0.398 -0.637 0.525 3.25 -0.10 0.43
H -0.874 0.778 1.379 -0.76 1.58 1.78
H -1.684 -0.559 0.449 -1.19 0.32 0.18
H 0.592 -1.768 0.390 -1.10 1.57 1.37
H 1.126 -0.107 1.253 -0.81 -1.59 -0.65
H 1.725 0.010 -1.020 -2.54 -0.10 -0.32
N 0.678 -0.131 -0.788 2.96 1.60 -1.62
O -0.704 1.485 -1.855 0.38 -0.69 2.20